[1]
{
  "formula": "C4H7N3",
  "method": "the ωB97M-V functional and the def2-TZVPD basis",
  "lumo_energy_ev": 0.56,
  "total_charge": 0,
  "relative_energy_kcal_mol": 18.5,
  "homo_ev": -9.77,
  "smiles": "[H]/N=C(\\C#N)NCC",
  "multiplicity": 1,
  "orbital_gap_ev": 10.33,
  "species": ["H", "N", "C", "C", "N", "N", "C", "C", "H", "H", "H", "H", "H", "H"],
  "positions_angstrom": [[2.658, -1.569, -0.576], [1.800, -1.548, -0.029], [1.437, -0.347, 0.182], [2.163, 0.806, -0.363], [2.679, 1.691, -0.901], [0.286, -0.011, 0.862], [-1.015, -0.541, 0.455], [-1.813, 0.501, -0.341], [0.247, 0.960, 1.134], [-0.822, -1.437, -0.139], [-1.573, -0.858, 1.340], [-1.655, 0.415, -1.419], [-1.508, 1.515, -0.062], [-2.884, 0.422, -0.144]],
  "forces_ev_per_angstrom": [[-0.1, -0.1, 0.0], [-0.1, 0.4, -0.1], [-0.1, -0.3, 0.0], [0.6, 0.8, -0.5], [-0.4, -0.8, 0.6], [0.1, 0.3, 0.0], [-0.1, -0.2, 0.0], [0.0, 0.1, 0.0], [0.0, 0.0, -0.1], [0.0, 0.1, 0.1], [0.1, 0.1, -0.1], [0.0, 0.0, 0.1], [-0.1, -0.1, 0.1], [0.1, -0.1, -0.1]]
}

***

[2]
{
  "formula": "C8H6AlBiCl2N2O3",
  "method": "the ωB97M-V functional and the def2-TZVPD basis",
  "lumo_energy_ev": [-16.84, -17.66],
  "total_charge": 4,
  "relative_energy_kcal_mol": 236.0,
  "homo_ev": [-22.52, -22.32],
  "multiplicity": 1,
  "orbital_gap_ev": [5.68, 4.66],
  "species": ["Bi", "Al", "Cl", "Cl", "C", "C", "C", "O", "O", "O", "N", "C", "C", "C", "N", "C", "C", "H", "H", "H", "H", "H", "H"],
  "positions_angstrom": [[0.942, 2.642, -1.168], [0.000, 0.000, 0.000], [1.901, 1.329, 0.588], [0.632, 0.528, -2.247], [-1.480, -0.957, -0.552], [1.168, 4.216, -0.228], [0.131, 3.562, -2.549], [-2.406, -1.542, -0.900], [1.301, 5.190, 0.366], [-0.385, 4.128, -3.406], [2.762, -4.133, 3.592], [2.156, -3.153, 2.769], [1.794, -1.909, 3.296], [1.178, -0.963, 2.471], [0.935, -1.245, 1.156], [1.283, -2.455, 0.628], [1.899, -3.425, 1.421], [2.942, -3.944, 4.589], [3.017, -5.056, 3.211], [1.975, -1.678, 4.338], [0.881, -0.012, 2.895], [1.077, -2.687, -0.411], [2.164, -4.383, 0.991]],
  "forces_ev_per_angstrom": [[2.3, -8.3, 1.3], [5.4, 2.4, -0.1], [0.9, -2.3, 3.1], [-1.0, -4.8, -1.0], [-7.8, -4.2, -2.4], [1.6, 13.2, 7.3], [-6.7, 7.9, -11.0], [4.4, 2.7, 1.5], [-0.3, -3.2, -1.7], [1.7, -2.0, 2.6], [-1.1, 1.7, -1.4], [1.0, -1.6, 1.4], [-0.3, 0.8, 0.1], [0.4, -1.2, 0.2], [-0.7, -0.9, 0.1], [0.4, -0.3, 1.2], [-0.2, 0.0, -0.9], [0.0, -0.2, -0.2], [0.0, 0.1, 0.2], [0.0, 0.2, 0.1], [0.0, 0.1, -0.2], [0.0, 0.2, -0.1], [0.0, 0.0, -0.2]]
}

***

[3]
{
  "formula": "CH3INO2",
  "method": "the ωB97M-V functional and the def2-TZVPD basis",
  "lumo_energy_ev": 3.73,
  "total_charge": -1,
  "homo_ev": -2.94,
  "multiplicity": 1,
  "orbital_gap_ev": 6.67,
  "species": ["I", "C", "N", "O", "O", "H", "H", "H"],
  "positions_angstrom": [[-1.236, -2.273, -0.139], [-0.440, 0.290, -0.048], [1.013, 0.354, 0.091], [1.473, -0.407, 0.889], [1.599, 1.248, -0.515], [-0.714, 1.131, -0.686], [-0.964, 0.316, 0.907], [-0.732, -0.658, -0.499]],
  "forces_ev_per_angstrom": [[-2.2, -6.7, 0.4], [0.7, 4.3, -0.3], [-2.5, 1.6, 0.4], [1.7, -1.0, 0.7], [0.9, -0.5, -0.3], [-0.1, 0.1, 0.1], [0.5, 0.0, -0.1], [0.9, 2.1, -0.9]]
}

***

no.,F_max (eV Å⁻¹)
1,1.13
2,15.16
3,7.03